12
Properties=species:S:1:pos:R:3:forces:R:3:mulliken_charge:R:1 method="wB97M-V/def2-TZVPD" lumo_energy_ev=0.704 smiles="O=CS[C@@H]1C[C@@H]1F" de_lowest_ev=2.475 fmax_ev_per_a=6.2 homo_lumo_gap_ev=10.0 total_energy_ha=-728.59615
C 1.1944 0.0622 0.6545 3.8 1.1 -3.0 0.0291
C 1.0660 -0.5697 -0.7959 1.3 0.8 -0.8 -0.5569
C 0.4593 0.7491 -0.4565 -3.5 -3.2 4.0 -0.4034
C -2.2216 -0.1641 0.2703 -1.1 2.2 1.2 0.2213
H 2.1033 0.4963 1.1543 -0.7 -0.4 -1.2 0.3287
H 1.7316 -0.4232 -1.7461 -0.6 -0.6 2.4 0.2212
H 0.5441 -1.4854 -0.8119 -0.8 -0.7 0.1 0.2863
H 1.0503 1.4293 -0.8093 2.5 4.6 -2.3 0.4813
H -3.1603 0.3804 0.8483 1.5 -1.9 -1.2 0.1819
O -2.0998 -1.2879 -0.1123 -0.1 0.9 0.3 -0.4170
F 0.4626 -0.4782 1.5721 -1.8 -1.8 1.9 -0.2502
S -1.1296 1.2912 0.2323 -0.5 -1.0 -1.4 -0.1222

13
Properties=species:S:1:pos:R:3:forces:R:3:mulliken_charge:R:1 method="wB97M-V/def2-TZVPD" lumo_energy_ev="-0.450 / -0.290" de_lowest_ev=4.138 fmax_ev_per_a=3.8 homo_lumo_gap_ev="6.6 / 8.1" total_energy_ha=-548.35979
C 1.7865 -0.2301 -0.9885 -0.7 3.7 0.1 -0.7120
N -2.5691 -0.0133 -0.6091 0.9 -0.7 -0.3 -0.5108
N 0.1521 -1.1176 1.1119 -0.8 -0.3 0.3 -0.5804
N 0.8788 1.5655 0.9168 -1.1 -0.3 1.1 -0.6080
P 0.4566 0.1591 0.0331 -0.5 -0.6 0.2 0.3590
H 1.6915 -1.1174 -1.5431 0.0 -1.0 -0.9 0.3090
H 1.9158 0.7747 -1.6085 0.2 -2.3 0.9 0.1947
H -2.8180 -0.8344 -0.0203 0.2 0.4 -0.2 0.2013
H -1.9724 -0.4497 -1.3523 -0.7 0.4 0.5 0.2241
H -0.6348 -0.8847 1.7831 1.1 -0.8 -1.4 0.2956
H -0.0420 -1.9511 0.4944 -0.1 1.1 1.4 0.2886
H 0.2185 1.9427 1.6870 1.2 -0.9 -2.2 0.2989
H 0.9365 2.1562 0.0956 0.0 1.2 0.5 0.2399

17
Properties=species:S:1:pos:R:3:forces:R:3:mulliken_charge:R:1 method="wB97M-V/def2-TZVPD" lumo_energy_ev=3.587 charge=-1 de_lowest_ev=0.000 fmax_ev_per_a=3.3 homo_lumo_gap_ev=8.2 total_energy_ha=-837.52070
C -0.4432 -1.2502 2.0014 0.0 -0.2 0.2 -0.4140
C -1.4919 -0.3438 1.9546 -0.1 -0.1 0.2 -0.3619
C 0.5287 -1.2464 1.0128 0.0 0.0 0.0 -0.6443
C -1.5741 0.5815 0.9211 -0.2 0.1 0.1 -0.4428
C 0.4357 -0.3220 -0.0177 0.1 -0.1 0.2 0.7772
C -0.6062 0.5844 -0.0566 1.2 1.4 -2.8 -0.4478
C 1.4374 -0.2885 -1.1566 0.1 -0.9 0.1 -0.5050
O 0.3867 3.1762 -2.1825 0.0 0.2 0.5 -0.6830
O -0.3523 0.9858 -3.3398 -0.1 -0.4 0.3 -0.6448
O 1.6326 0.9982 -1.6657 -0.8 0.8 -0.3 -0.3217
P 0.2359 1.7147 -2.1966 -0.1 -1.0 1.6 0.8170
H -0.3789 -1.9597 2.8185 0.0 0.0 0.0 0.3307
H -2.2466 -0.3581 2.7360 0.0 0.0 0.0 0.3325
H 1.3502 -1.9549 1.0550 0.1 0.0 0.0 0.2959
H -2.3949 1.2897 0.9016 0.0 0.0 0.0 0.3566
H 2.4207 -0.6565 -0.8324 -0.2 0.0 0.0 0.3160
H 1.0599 -0.9504 -1.9531 0.2 0.1 0.1 0.2394

Copy entry 3 word for word.
17
Properties=species:S:1:pos:R:3:forces:R:3:mulliken_charge:R:1 method="wB97M-V/def2-TZVPD" lumo_energy_ev=3.587 charge=-1 de_lowest_ev=0.000 fmax_ev_per_a=3.3 homo_lumo_gap_ev=8.2 total_energy_ha=-837.52070
C -0.4432 -1.2502 2.0014 0.0 -0.2 0.2 -0.4140
C -1.4919 -0.3438 1.9546 -0.1 -0.1 0.2 -0.3619
C 0.5287 -1.2464 1.0128 0.0 0.0 0.0 -0.6443
C -1.5741 0.5815 0.9211 -0.2 0.1 0.1 -0.4428
C 0.4357 -0.3220 -0.0177 0.1 -0.1 0.2 0.7772
C -0.6062 0.5844 -0.0566 1.2 1.4 -2.8 -0.4478
C 1.4374 -0.2885 -1.1566 0.1 -0.9 0.1 -0.5050
O 0.3867 3.1762 -2.1825 0.0 0.2 0.5 -0.6830
O -0.3523 0.9858 -3.3398 -0.1 -0.4 0.3 -0.6448
O 1.6326 0.9982 -1.6657 -0.8 0.8 -0.3 -0.3217
P 0.2359 1.7147 -2.1966 -0.1 -1.0 1.6 0.8170
H -0.3789 -1.9597 2.8185 0.0 0.0 0.0 0.3307
H -2.2466 -0.3581 2.7360 0.0 0.0 0.0 0.3325
H 1.3502 -1.9549 1.0550 0.1 0.0 0.0 0.2959
H -2.3949 1.2897 0.9016 0.0 0.0 0.0 0.3566
H 2.4207 -0.6565 -0.8324 -0.2 0.0 0.0 0.3160
H 1.0599 -0.9504 -1.9531 0.2 0.1 0.1 0.2394